A structure of composition C60H47MoP3Si, computed with ωB97M-V/def2-TZVPD.

Cartesian coordinates (Å):
Mo -0.65 0.08 0.29
C 4.70 -0.26 3.93
C 4.79 0.41 2.72
C 3.81 0.26 1.75
C 2.73 -0.60 1.99
C 2.63 -1.25 3.22
C 3.61 -1.08 4.18
P 1.54 -0.96 0.64
C 1.19 -2.69 1.02
C 0.06 -2.88 1.83
C -0.24 -4.12 2.36
C 0.61 -5.19 2.09
C 1.73 -5.01 1.29
C 2.01 -3.77 0.74
C 2.53 -0.67 -0.85
C 3.76 -1.32 -1.01
C 4.54 -1.07 -2.13
C 4.11 -0.15 -3.08
C 2.91 0.53 -2.90
C 2.10 0.29 -1.79
Si 0.45 1.21 -1.63
C -0.42 0.83 -3.24
C -0.40 1.61 -4.40
C -0.89 1.11 -5.59
C -1.42 -0.18 -5.65
C -1.48 -0.95 -4.50
C -0.98 -0.44 -3.30
P -1.13 -1.46 -1.78
C -2.89 -1.97 -2.00
C -3.77 -0.92 -2.29
C -5.12 -1.16 -2.48
C -5.62 -2.46 -2.43
C -4.75 -3.51 -2.21
C -3.39 -3.27 -1.99
C -0.11 -2.91 -2.20
C -0.32 -4.14 -1.57
C 0.33 -5.28 -2.00
C 1.24 -5.21 -3.05
C 1.52 -3.98 -3.63
C 0.85 -2.83 -3.21
C 0.49 3.05 -1.26
C 0.86 3.98 -2.23
C 0.64 5.33 -2.05
C 0.00 5.77 -0.90
C -0.34 4.88 0.10
C -0.06 3.52 -0.05
P -0.13 2.31 1.31
C 1.45 2.63 2.16
C 1.59 2.15 3.47
C 2.67 2.54 4.24
C 3.61 3.42 3.71
C 3.50 3.87 2.41
C 2.42 3.47 1.63
C -1.28 2.87 2.62
C -1.05 4.11 3.23
C -1.90 4.57 4.22
C -2.97 3.78 4.64
C -3.15 2.52 4.10
C -2.31 2.06 3.10
H 5.48 -0.15 4.67
H 5.64 1.06 2.51
H 3.90 0.78 0.81
H 1.81 -1.93 3.41
H 3.53 -1.61 5.12
H -0.57 -2.02 2.09
H -1.10 -4.26 2.99
H 0.40 -6.16 2.52
H 2.38 -5.85 1.08
H 2.88 -3.65 0.10
H 4.11 -2.01 -0.25
H 5.48 -1.58 -2.25
H 4.72 0.05 -3.95
H 2.59 1.24 -3.65
H -0.01 2.62 -4.37
H -0.87 1.72 -6.48
H -1.79 -0.57 -6.58
H -1.92 -1.94 -4.53
H -3.40 0.08 -2.40
H -5.79 -0.33 -2.70
H -6.67 -2.64 -2.59
H -5.12 -4.52 -2.21
H -2.74 -4.11 -1.84
H -0.99 -4.19 -0.72
H 0.13 -6.23 -1.52
H 1.73 -6.10 -3.40
H 2.25 -3.91 -4.43
H 1.08 -1.89 -3.68
H 1.33 3.64 -3.15
H 0.94 6.04 -2.81
H -0.22 6.83 -0.77
H -0.82 5.25 0.99
H 0.84 1.49 3.89
H 2.77 2.18 5.26
H 4.44 3.76 4.33
H 4.24 4.55 2.00
H 2.32 3.85 0.61
H -0.16 4.68 2.98
H -1.73 5.53 4.67
H -3.64 4.15 5.40
H -3.94 1.87 4.48
H -2.44 1.06 2.71
C -5.18 0.53 1.17
C -4.31 1.39 0.50
C -3.04 0.93 0.21
C -2.63 -0.34 0.60
C -3.50 -1.21 1.24
C -4.78 -0.76 1.54
H -6.18 0.86 1.40
H -4.63 2.38 0.21
H -2.34 1.58 -0.35
H -3.20 -2.21 1.52
H -5.47 -1.41 2.06

HOMO energy (alpha / beta): -0.486 / -0.493 Eh
Frontier orbital gap (alpha / beta): 6.80 / 7.00 eV
Spin multiplicity: 3
DFT total energy: -100570.3457 eV
Net charge: +2

A structure of composition C60H48ClIN3O2P2S2V, computed with ωB97M-V/def2-TZVPD.

Cartesian coordinates (Å):
V -0.54 0.48 -0.13
O 2.20 1.49 -1.23
S 1.73 0.49 -0.24
C 2.76 0.79 1.20
C 4.03 1.22 0.87
C 5.03 1.45 1.83
C 4.73 1.22 3.14
C 5.57 1.33 4.38
C 4.61 0.97 5.55
C 3.28 0.74 4.89
C 2.04 0.49 5.41
C 0.96 0.36 4.53
C 1.08 0.41 3.15
P -0.49 0.30 2.22
C -1.23 -1.24 2.87
C -0.51 -2.22 3.54
C -1.14 -3.38 3.97
C -2.50 -3.57 3.75
C -3.22 -2.60 3.06
C -2.59 -1.46 2.61
C -1.45 1.62 3.05
C -0.98 2.92 2.85
C -1.65 4.00 3.38
C -2.82 3.81 4.11
C -3.29 2.52 4.32
C -2.60 1.43 3.81
C 2.36 0.64 2.57
C 3.41 0.84 3.49
C 2.47 -1.01 -0.90
C 3.46 -1.68 -0.24
C 4.14 -2.78 -0.81
C 3.78 -3.19 -2.06
C 4.32 -4.28 -2.95
C 3.34 -4.33 -4.15
C 2.42 -3.16 -3.94
C 1.38 -2.69 -4.68
C 0.64 -1.59 -4.19
C 0.92 -0.95 -2.99
P -0.21 0.41 -2.48
C -1.77 0.05 -3.38
C -2.73 -0.73 -2.73
C -3.96 -0.98 -3.32
C -4.24 -0.46 -4.57
C -3.29 0.30 -5.24
C -2.06 0.56 -4.65
C 0.39 1.84 -3.43
C 1.60 1.84 -4.12
C 2.01 2.97 -4.81
C 1.22 4.11 -4.83
C 0.02 4.12 -4.15
C -0.40 2.99 -3.45
C 2.02 -1.42 -2.20
C 2.72 -2.53 -2.72
H 4.24 1.37 -0.18
H 6.01 1.78 1.51
H 5.96 2.35 4.49
H 6.43 0.66 4.34
H 4.55 1.76 6.29
H 4.94 0.06 6.06
H 1.88 0.41 6.48
H -0.03 0.22 4.95
H 0.55 -2.08 3.73
H -0.57 -4.14 4.50
H -2.99 -4.46 4.12
H -4.28 -2.74 2.87
H -3.14 -0.72 2.03
H -0.07 3.07 2.28
H -1.27 5.01 3.23
H -3.36 4.66 4.51
H -4.20 2.36 4.88
H -2.97 0.43 4.01
H 3.74 -1.37 0.75
H 4.94 -3.26 -0.25
H 4.39 -5.23 -2.42
H 5.33 -4.01 -3.27
H 2.77 -5.26 -4.15
H 3.86 -4.27 -5.10
H 1.10 -3.14 -5.63
H -0.19 -1.24 -4.78
H -2.50 -1.11 -1.75
H -4.70 -1.56 -2.79
H -5.21 -0.63 -5.02
H -3.50 0.69 -6.23
H -1.32 1.15 -5.17
H 2.22 0.95 -4.11
H 2.96 2.96 -5.34
H 1.55 4.98 -5.37
H -0.61 5.00 -4.17
H -1.35 3.00 -2.93
Cl -4.51 6.02 -0.10
C -3.92 4.39 -0.05
C -4.79 3.35 0.15
C -4.33 2.03 0.19
I -5.64 0.43 0.49
C -2.99 1.72 0.04
O -2.48 0.52 0.05
C -2.09 2.81 -0.13
N -0.77 2.45 -0.20
C 0.12 3.42 -0.34
C -0.23 4.76 -0.46
C -1.55 5.14 -0.40
C -2.53 4.15 -0.19
H -5.85 3.56 0.27
H 1.16 3.13 -0.37
H 0.55 5.50 -0.62
H -1.83 6.18 -0.50
C 0.60 -4.94 0.50
N -0.79 -4.65 0.17
C -1.26 -3.43 -0.09
S -0.21 -2.10 -0.09
N -2.55 -3.30 -0.40
C -3.50 -4.39 -0.41
H 0.65 -5.93 0.96
H 0.98 -4.20 1.19
H 1.23 -4.92 -0.40
H -1.42 -5.43 0.12
H -2.89 -2.36 -0.50
H -3.58 -4.85 0.58
H -3.22 -5.16 -1.14
H -4.48 -4.01 -0.68

HOMO energy (alpha / beta): -0.332 / -0.352 Eh
Frontier orbital gap (alpha / beta): 6.87 / 7.12 eV
Spin multiplicity: 4
DFT total energy: -158122.6948 eV
Net charge: +1

A structure of composition C60H48FGeINP3Pt, computed with ωB97M-V/def2-TZVPD.

Cartesian coordinates (Å):
Pt 0.00 0.32 -0.56
F -2.75 0.75 -3.19
Ge -1.31 -0.14 -2.53
C -0.78 3.21 -0.13
C -0.68 4.44 -0.73
C -1.79 5.15 -1.10
C -3.04 4.64 -0.88
C -3.18 3.42 -0.23
C -2.07 2.73 0.13
P -2.10 1.11 0.97
C -3.84 0.66 0.97
C -4.61 0.73 2.12
C -5.91 0.29 2.09
C -6.51 -0.22 0.95
C -5.76 -0.23 -0.22
C -4.43 0.20 -0.25
C -1.86 1.63 2.72
C -2.11 2.91 3.17
C -1.99 3.23 4.51
C -1.62 2.31 5.44
C -1.24 1.02 4.99
C -1.36 0.68 3.64
C -2.09 -1.95 -2.31
C -3.01 -2.49 -3.20
C -3.42 -3.81 -3.03
C -2.84 -4.63 -2.05
C -1.98 -4.04 -1.14
C -1.61 -2.72 -1.24
P -0.41 -1.98 -0.06
C 1.07 -3.05 -0.07
C 2.11 -2.80 0.85
C 3.17 -3.67 0.84
C 3.23 -4.71 -0.07
C 2.22 -4.95 -0.98
C 1.15 -4.11 -0.98
C -1.28 -2.35 1.52
C -0.59 -2.78 2.67
C -1.32 -2.97 3.85
C -2.68 -2.67 3.85
C -3.35 -2.32 2.70
C -2.67 -2.15 1.52
C -0.09 -0.14 -4.08
C -0.53 -0.30 -5.41
C 0.41 -0.24 -6.43
C 1.75 -0.06 -6.18
C 2.20 0.13 -4.88
C 1.27 0.02 -3.83
P 1.73 0.47 -2.14
C 3.22 -0.48 -1.79
C 3.84 -0.30 -0.54
C 5.07 -0.86 -0.28
C 5.69 -1.64 -1.25
C 5.05 -1.91 -2.42
C 3.81 -1.37 -2.67
C 2.32 2.20 -2.34
C 3.50 2.74 -1.80
C 3.74 4.09 -1.83
C 2.91 4.89 -2.60
C 1.74 4.39 -3.11
C 1.39 3.07 -2.97
H 0.29 4.89 -0.78
H -1.69 6.16 -1.52
H -3.91 5.24 -1.10
H -4.15 3.04 0.04
H -4.22 1.17 3.03
H -6.54 0.40 3.02
H -7.54 -0.61 0.94
H -6.23 -0.55 -1.14
H -3.91 0.32 -1.20
H -2.46 3.66 2.49
H -2.27 4.27 4.74
H -1.56 2.60 6.51
H -0.88 0.28 5.69
H -1.13 -0.34 3.27
H -3.44 -1.87 -3.97
H -4.20 -4.24 -3.70
H -3.11 -5.68 -2.02
H -1.56 -4.57 -0.30
H 2.00 -2.01 1.57
H 4.06 -3.55 1.49
H 4.04 -5.39 -0.07
H 2.27 -5.78 -1.68
H 0.35 -4.30 -1.67
H 0.48 -2.90 2.59
H -0.79 -3.26 4.76
H -3.26 -2.88 4.77
H -4.44 -2.13 2.70
H -3.19 -1.90 0.64
H -1.58 -0.42 -5.70
H 0.06 -0.43 -7.44
H 2.46 0.03 -6.99
H 3.22 0.42 -4.68
H 3.30 0.25 0.24
H 5.47 -0.72 0.73
H 6.67 -2.12 -1.04
H 5.53 -2.57 -3.13
H 3.28 -1.56 -3.58
H 4.27 2.11 -1.32
H 4.68 4.50 -1.41
H 3.11 5.95 -2.77
H 1.01 5.07 -3.62
H 0.43 2.70 -3.34
I 5.54 2.62 2.82
C 4.06 1.34 3.65
C 4.25 0.72 4.88
C 3.31 -0.21 5.27
C 2.24 -0.42 4.42
N 2.07 0.19 3.20
C 2.99 1.05 2.81
H 5.14 0.91 5.42
H 3.39 -0.76 6.20
H 1.46 -1.11 4.70
H 2.91 1.60 1.85
C 0.34 2.37 0.28
H 1.30 2.78 0.08
H 0.29 2.23 1.34

HOMO energy (alpha / beta): -0.185 / -0.263 Eh
Frontier orbital gap (alpha / beta): 5.33 / 6.61 eV
Spin multiplicity: 3
Energy above the lowest of the compared OMol25 structures with the same formula, charge and spin: 0.000 eV
DFT total energy: -162937.4090 eV

A structure of composition C60H48N4O2P3ReSi, computed with ωB97M-V/def2-TZVPD.

Cartesian coordinates (Å):
Re -0.57 0.33 0.05
C -1.89 -4.14 4.42
C -1.49 -2.94 5.00
C -0.88 -1.97 4.23
C -0.65 -2.18 2.87
C -1.07 -3.38 2.29
C -1.68 -4.35 3.06
P 0.34 -1.03 1.83
C 0.94 0.10 3.10
C 2.15 0.08 3.72
C 2.43 0.95 4.81
C 1.43 1.81 5.31
C 0.22 1.90 4.71
C -0.05 1.20 3.42
C 1.64 -2.19 1.32
C 2.42 -2.90 2.23
C 3.36 -3.80 1.77
C 3.49 -4.03 0.40
C 2.67 -3.36 -0.50
C 1.73 -2.43 -0.05
Si 0.60 -1.43 -1.19
C -0.67 -2.55 -2.00
C -0.32 -3.56 -2.91
C -1.29 -4.29 -3.58
C -2.64 -4.00 -3.37
C -3.00 -3.02 -2.46
C -2.02 -2.32 -1.75
P -2.51 -1.09 -0.49
C -3.88 -0.22 -1.33
C -3.62 0.35 -2.58
C -4.62 1.01 -3.27
C -5.90 1.11 -2.72
C -6.16 0.55 -1.48
C -5.15 -0.12 -0.79
C -3.40 -2.01 0.81
C -3.66 -1.37 2.02
C -4.42 -1.99 3.00
C -4.94 -3.25 2.78
C -4.68 -3.90 1.58
C -3.91 -3.29 0.61
C 1.82 -0.65 -2.39
C 2.31 -1.26 -3.54
C 3.25 -0.63 -4.34
C 3.72 0.63 -3.99
C 3.25 1.25 -2.84
C 2.29 0.62 -2.05
P 1.62 1.43 -0.54
C 1.69 3.22 -0.94
C 0.54 3.89 -1.34
C 0.59 5.23 -1.72
C 1.80 5.90 -1.71
C 2.96 5.24 -1.33
C 2.91 3.91 -0.95
C 3.04 1.25 0.62
C 3.86 0.13 0.55
C 4.95 0.00 1.41
C 5.24 1.01 2.33
C 4.43 2.13 2.39
C 3.33 2.24 1.55
H -2.36 -4.90 5.02
H -1.65 -2.77 6.05
H -0.54 -1.06 4.71
H -0.89 -3.56 1.24
H -1.98 -5.29 2.61
H 2.91 -0.62 3.41
H 3.40 0.91 5.28
H 1.63 2.38 6.21
H -0.55 2.56 5.09
H -1.07 0.82 3.38
H 2.28 -2.76 3.30
H 3.98 -4.34 2.47
H 4.22 -4.74 0.04
H 2.78 -3.56 -1.56
H 0.72 -3.79 -3.10
H -1.01 -5.06 -4.28
H -3.40 -4.54 -3.92
H -4.05 -2.80 -2.31
H -2.63 0.28 -3.01
H -4.42 1.44 -4.24
H -6.68 1.63 -3.26
H -7.15 0.62 -1.05
H -5.37 -0.55 0.18
H -3.27 -0.37 2.19
H -4.61 -1.48 3.94
H -5.54 -3.74 3.54
H -5.07 -4.90 1.41
H -3.70 -3.83 -0.30
H 1.94 -2.23 -3.84
H 3.61 -1.11 -5.24
H 4.46 1.13 -4.60
H 3.61 2.24 -2.59
H -0.40 3.36 -1.37
H -0.32 5.73 -2.01
H 1.84 6.95 -2.00
H 3.91 5.77 -1.32
H 3.82 3.42 -0.64
H 3.68 -0.65 -0.18
H 5.59 -0.87 1.34
H 6.10 0.92 2.98
H 4.65 2.93 3.09
H 2.73 3.14 1.59
O -2.47 1.43 1.21
C -2.56 2.13 0.17
O -1.75 1.97 -0.78
H -3.34 2.89 0.08
C 1.01 3.58 -5.29
C -0.10 2.54 -5.41
C -0.29 1.80 -4.16
N -0.41 1.20 -3.19
H 1.13 4.09 -6.25
H 1.95 3.11 -5.02
H 0.77 4.32 -4.53
H 0.13 1.81 -6.19
H -1.05 3.00 -5.68
N 0.01 2.16 2.26
C 0.17 3.35 2.26
N 0.23 4.56 2.13
C 1.28 5.38 2.07
N 2.15 6.13 2.03

HOMO energy (alpha / beta): -0.369 / -0.381 Eh
Frontier orbital gap (alpha / beta): 8.13 / 6.70 eV
Spin multiplicity: 4
Energy above the lowest of the compared OMol25 structures with the same formula, charge and spin: 0.959 eV
DFT total energy: -110924.3184 eV
Net charge: +1